DFT (the ωB97M-V functional and the def2-TZVPD basis) results for a cluster of 10 separate species, C59H46F16N2O17 in total at a distorted geometry.

Element x y z (Å)
C (-0.12871, -0.46337, 5.46310)
N (-0.53437, -1.34719, 4.34084)
C (-1.61283, -0.99342, 3.62972)
C (-2.03915, -1.76001, 2.59788)
C (-1.29193, -2.88875, 2.16681)
C (-0.19018, -3.22649, 2.93102)
C (0.17990, -2.41213, 4.04172)
C (-1.81699, -3.79927, 1.14073)
C (-1.53500, -5.17389, 1.08586)
C (-2.13622, -5.90776, 0.10592)
N (-3.04838, -5.50777, -0.83381)
C (-3.33029, -4.13674, -0.75007)
C (-2.73533, -3.29499, 0.21102)
C (-3.54279, -6.27304, -1.93003)
H (-0.24217, -1.02049, 6.40611)
H (-0.73553, 0.43520, 5.41084)
H (0.90009, -0.19786, 5.27016)
H (-2.00652, -0.07784, 4.01772)
H (-3.01742, -1.52278, 2.17426)
H (0.44831, -4.06619, 2.74198)
H (0.89400, -2.75087, 4.84122)
H (-0.84248, -5.65522, 1.76219)
H (-1.97086, -6.95878, 0.10869)
H (-4.05142, -3.68901, -1.45219)
H (-2.72273, -2.23806, -0.05859)
H (-3.09325, -5.92235, -2.84354)
H (-4.60510, -6.12713, -2.02569)
H (-3.28810, -7.32567, -1.77141)
C (-0.31999, -1.83609, -0.71946)
O (-0.50721, -1.92045, -1.98854)
O (-1.03280, -0.95992, -0.07366)
O (0.33826, -2.69500, -0.01841)
C (1.60005, -4.17015, -2.74589)
C (0.23894, -4.56283, -3.42891)
C (-0.29750, -3.30717, -4.34413)
F (0.08957, -3.55717, -5.64504)
F (-1.61986, -3.39038, -4.29115)
F (0.33898, -5.67922, -4.25745)
F (-0.73126, -4.88777, -2.48829)
O (2.28408, -5.42012, -2.39196)
C (2.49753, -5.49194, -1.06909)
C (1.18540, -5.73528, -0.31922)
F (0.67893, -6.97894, -0.62778)
F (1.39414, -5.79534, 1.05844)
F (3.38333, -6.51686, -0.86185)
F (3.04690, -4.39191, -0.51529)
H (1.43195, -3.67576, -1.81430)
H (2.08425, -3.44455, -3.46420)
H (0.13711, -2.43180, -3.88858)
H (0.44715, -4.92777, -0.48249)
C (-3.03841, 1.42870, -1.11830)
C (-3.74150, 1.87874, 0.20627)
C (-4.07788, 3.37879, 0.49240)
F (-4.97067, 3.82539, -0.37225)
F (-4.53122, 3.63548, 1.73572)
F (-4.91329, 1.14503, 0.42329)
F (-2.95349, 1.47447, 1.23382)
O (-3.96217, 1.41935, -2.21807)
C (-3.45035, 1.08278, -3.38680)
C (-2.78449, -0.29194, -3.35116)
F (-3.74202, -1.22168, -3.05869)
F (-2.26444, -0.56872, -4.57119)
F (-4.43458, 1.03083, -4.29793)
F (-2.53037, 1.99178, -3.79900)
H (-2.68050, 0.38774, -0.93513)
H (-2.18853, 2.03546, -1.43642)
H (-3.14756, 3.95295, 0.38491)
H (-1.93275, -0.43116, -2.70435)
C (4.02724, 0.63497, -2.32831)
C (3.70650, -0.62129, -2.67056)
C (4.26236, -1.20039, -3.91801)
O (4.31477, -2.37093, -4.17942)
C (4.76854, -0.26796, -4.95634)
C (4.90087, 1.01510, -4.64541)
C (4.61842, 1.56910, -3.32932)
O (4.73607, 2.71632, -3.05674)
H (3.89964, 1.08243, -1.33713)
H (3.23717, -1.34297, -2.01643)
H (5.02214, -0.65242, -5.98693)
H (5.38959, 1.69539, -5.33739)
C (-3.21739, 3.87900, 4.42766)
C (-3.55697, 5.12862, 4.64497)
C (-2.53221, 6.14799, 4.99301)
O (-2.86212, 7.34124, 4.95410)
C (-1.06703, 5.81842, 4.98976)
C (-0.71919, 4.54194, 4.69880)
C (-1.76963, 3.48546, 4.57434)
O (-1.54135, 2.28604, 4.45814)
H (-3.95550, 3.11090, 4.17244)
H (-4.54768, 5.46956, 4.57740)
H (-0.40982, 6.65615, 5.07628)
H (0.30968, 4.32215, 4.56416)
C (1.28729, 3.05507, -4.52923)
C (1.36171, 1.80849, -5.01371)
C (0.99916, 0.68102, -4.17078)
O (1.39933, -0.46563, -4.47322)
C (0.38052, 0.95075, -2.84152)
C (0.28156, 2.17802, -2.37558)
C (0.57745, 3.31217, -3.27638)
O (0.42045, 4.45138, -2.92181)
H (1.52926, 3.98019, -5.03540)
H (1.88070, 1.63538, -5.90123)
H (0.20367, 0.02795, -2.25215)
H (-0.02294, 2.48243, -1.36914)
C (0.27527, 1.27220, 1.26491)
C (1.06185, 0.37388, 1.87702)
C (1.90089, 0.81031, 2.99573)
O (2.38103, 0.06154, 3.86631)
C (2.13182, 2.22897, 3.08931)
C (1.41496, 3.13283, 2.44003)
C (0.35798, 2.67672, 1.53527)
O (-0.36745, 3.50728, 0.95460)
H (-0.54592, 0.95914, 0.51125)
H (1.08701, -0.69602, 1.69621)
H (2.88690, 2.64982, 3.69151)
H (1.70964, 4.16228, 2.48466)
C (-1.11147, 7.50894, 1.75742)
C (-2.24226, 7.74706, 1.05515)
C (-2.42908, 7.15812, -0.28274)
O (-3.45287, 7.45916, -0.88571)
C (-1.36792, 6.15801, -0.86713)
C (-0.23138, 6.10229, -0.19629)
C (-0.02354, 6.64795, 1.19693)
O (1.04568, 6.37407, 1.78543)
H (-0.90734, 8.03744, 2.71216)
H (-3.09514, 8.32486, 1.55731)
H (-1.57406, 5.83331, -1.90037)
H (0.55908, 5.56918, -0.67078)
C (4.16584, -1.32430, 1.07851)
C (3.29084, -2.21705, 1.48854)
C (3.67775, -3.37910, 2.37320)
O (2.84534, -4.14420, 2.87313)
C (5.15520, -3.47526, 2.55984)
C (6.08860, -2.61515, 2.14234)
C (5.67209, -1.34648, 1.45488)
O (6.35719, -0.36886, 1.30791)
H (3.92465, -0.49186, 0.42326)
H (2.21669, -2.24090, 1.20844)
H (5.47494, -4.40000, 3.11300)
H (7.12662, -2.67396, 2.46746)

Calculated values
max |F| = 5.42 eV Å⁻¹
LUMO level = -2.093 eV
charge = 0
gap between HOMO and LUMO = 0.19703 hartree